ORCA calculation (ωB97M-V with the def2-TZVPD basis set) on a molecular structure, C6H9NO5S4Sr at a distorted geometry.

Last column: Löwdin charge in e.
Element x y z (Å)
Sr  -0.34  -1.46  -0.04  1.235
O  2.07  -1.15  0.24  -0.209
C  2.30  0.11  -0.47  -0.199
C  1.44  1.25  0.09  -0.142
N  -0.03  0.99  0.05  -0.289
C  -0.67  1.44  -1.22  -0.102
C  -0.17  0.56  -2.41  -0.695
O  0.31  1.13  -3.39  -0.018
O  -0.30  -0.69  -2.18  -0.248
C  -0.71  1.33  1.32  -0.107
C  -0.09  0.52  2.49  -0.665
O  0.11  1.08  3.56  0.008
O  0.17  -0.71  2.18  -0.230
H  1.60  -0.95  1.09  0.032
H  2.10  -0.06  -1.53  0.106
H  3.36  0.38  -0.37  0.111
H  1.68  2.17  -0.46  0.125
H  1.74  1.41  1.13  0.123
H  -0.44  2.49  -1.43  0.109
H  -1.75  1.30  -1.13  0.116
H  -1.76  1.05  1.23  0.116
H  -0.64  2.40  1.56  0.116
S  -3.43  -1.63  0.03  -0.331
S  -3.64  -3.60  -0.65  -0.302
S  -2.44  -4.78  0.50  -0.321
S  -0.49  -4.57  -0.19  -0.340

- LUMO energy (hartree) = 0.1758
- relative energy (zero: lowest compared OMol25 entry of this formula, charge and spin) (kJ/mol) = 100.7
- total charge = -2
- electronic energy (hartree) = -2288.69495